Entry from the Open Molecules 2025 dataset: a cluster of 3 separate species, C8H13NO3 in total in a non-equilibrium geometry (wB97M-V/def2-TZVPD).

Last column: Mulliken charge in e.
Atoms and positions in Å:
1 O -2.81 2.22 -0.54  -0.374
2 H 2.68 1.18 -1.18  0.387
3 H 2.60 -0.56 -1.01  0.316
4 H 3.34 0.37 0.37  0.301
5 C 0.01 -3.31 -1.27  -0.215
6 H -4.39 0.30 1.13  0.273
7 C 0.89 2.22 0.52  -1.499
8 O -1.55 -0.84 -1.74  -0.549
9 H 1.61 -1.11 1.53  0.367
10 H -0.65 -3.21 -0.46  0.300
11 C 2.48 0.39 -0.45  -1.438
12 H 0.46 2.31 1.54  0.342
13 H 1.73 2.81 0.45  0.425
14 C 1.33 -0.04 1.66  -1.752
15 H 1.76 0.55 2.48  0.398
16 H 0.30 -0.25 1.97  0.493
17 O 1.05 -2.73 -1.29  -0.390
18 C -3.99 0.15 0.20  -0.952
19 H -3.83 -0.77 -0.28  0.363
20 C 1.21 0.63 0.32  1.625
21 N 0.13 0.01 -0.39  -0.207
22 H -0.36 -3.82 -2.14  0.276
23 C -0.65 -0.36 -1.19  0.474
24 C -3.39 1.29 -0.13  0.691
25 H 0.06 2.57 -0.12  0.346

For the HOMO-LUMO gap, the calculation gives 9.93 eV. As for the spin multiplicity: 1. Its energy above the lowest of the compared OMol25 structures with the same formula, charge and spin is 3.630 eV. The total energy is -16136.32564 eV. The SMILES is CC(C)(C)N=C=O.C=C=O.C=O.